The following is a quantum chemistry calculation of C44H38BF6InN6OP as an isolated structure at a distorted geometry, from the Open Molecules 2025 dataset.

```
98
Properties=species:S:1:pos:R:3:forces:R:3
In 0.33950 2.65220 2.57841 1.13 -0.63 -0.82
O -3.48213 1.18926 1.64752 2.21 1.43 0.73
C -2.45090 1.89148 1.94272 -2.40 -1.70 -0.35
N -1.55556 1.67285 2.89034 0.07 -0.78 -0.07
C -1.71635 0.45055 3.68878 1.41 0.26 -0.73
C -0.62938 -0.59213 3.36110 -0.63 -0.44 -1.80
C 0.09557 -1.16399 4.49605 -0.99 0.04 -0.41
C 0.92440 -2.15375 4.23900 0.28 -1.39 1.20
C 0.82442 -3.01349 3.04467 0.35 0.89 -2.05
C 0.42149 -2.07403 1.86123 0.67 0.58 -0.13
N -0.42892 -0.95424 2.11076 -1.20 0.69 2.34
C -2.25146 3.17542 1.20354 -0.42 0.46 0.27
C -3.12945 3.50063 0.19120 -0.50 0.28 -0.33
C -2.88908 4.65128 -0.53782 -0.56 0.56 -1.04
C -1.91162 5.55781 -0.13613 0.19 -0.99 -0.34
C -1.20846 5.21280 0.99726 0.99 0.14 1.27
N -1.32150 4.02516 1.64572 -0.47 1.19 -0.88
H -2.65597 -0.03769 3.40882 -0.12 0.31 0.47
H -1.58566 0.73167 4.74994 -0.51 -0.26 -0.43
H -0.19125 -0.88944 5.50554 0.65 0.61 -0.08
H 1.56457 -2.55304 5.00562 0.13 -0.09 0.48
H 1.89198 -4.40358 1.83703 0.30 0.31 1.05
H 0.04158 -2.65001 0.99370 0.06 0.23 0.42
H -4.01516 2.88113 0.04804 0.57 -0.06 -0.25
H -3.46378 4.88074 -1.45818 0.23 -0.35 0.76
H -1.60413 6.37879 -0.78742 -0.32 0.03 0.60
H -0.51435 5.92704 1.47020 -0.13 -0.55 -0.42
C -0.18664 -4.16409 3.25622 1.06 -0.60 0.89
C 2.18892 -3.63750 2.65358 -0.52 1.06 -2.70
C 2.89059 -4.24506 3.77315 2.29 -0.88 1.01
C 4.25784 -4.27988 3.84609 -0.23 -0.37 -0.93
C 5.09663 -3.48057 2.97495 -2.09 -0.26 0.05
C 4.46999 -2.57968 2.15634 -0.44 -0.11 -1.02
C 3.05963 -2.56931 1.91914 -0.20 1.10 0.98
P 2.08890 -1.34320 1.03787 1.45 -2.64 0.93
C 1.66609 -1.83441 -0.71978 -0.67 2.65 -0.05
C 0.64219 -1.01872 -1.33915 0.66 -0.97 0.60
C 0.16043 -1.30600 -2.61408 0.48 0.45 0.19
C 0.81307 -2.29966 -3.36776 0.06 0.51 1.23
C 1.83346 -3.02106 -2.74195 -0.46 -0.52 -1.67
C 2.32737 -2.78696 -1.46749 -0.48 -0.28 0.40
C 3.48448 -3.60818 -1.00702 -0.19 -2.79 0.71
C 3.05841 0.24873 0.87226 -0.45 0.48 -0.94
C 3.75250 0.40780 -0.36461 -0.28 -0.97 1.60
C 4.86954 1.22579 -0.43260 -0.02 0.21 0.36
C 5.08484 2.10841 0.62335 -0.45 1.37 1.77
C 4.15557 2.26092 1.67265 -0.11 -2.18 -0.57
C 3.16338 1.25926 1.86858 -0.14 -0.14 -0.28
C 2.20876 1.31111 2.97283 -0.65 0.23 0.62
H 0.18496 -4.85321 4.08334 -0.16 0.65 -1.15
H -0.29115 -4.73653 2.31172 -0.15 0.32 0.63
H -1.10875 -3.80151 3.66364 -0.82 0.29 -0.28
H 2.35143 -4.77246 4.54518 -0.31 -0.30 -0.09
H 4.79997 -5.04193 4.42596 -0.57 0.63 0.48
H 6.12126 -3.68498 2.90762 1.38 0.15 0.16
H 5.10709 -1.93497 1.55682 -0.12 0.23 -0.02
H 0.26896 -0.13202 -0.80980 -0.11 -0.55 -0.02
H -0.66793 -0.68203 -2.97669 0.52 -0.36 -0.19
H 0.59386 -2.43288 -4.41832 -0.22 -0.35 0.09
H 2.22992 -3.87442 -3.30223 0.24 0.43 0.10
H 3.49127 -4.55612 -1.63111 0.42 1.22 0.33
H 3.43180 -4.03830 0.03169 -0.35 0.83 -0.85
H 4.44625 -3.11849 -1.02241 0.25 0.30 -0.34
H 3.44431 -0.23244 -1.17487 0.36 -0.15 -0.25
H 5.58370 1.08749 -1.22882 -0.06 0.34 -0.26
H 5.92242 2.79994 0.81395 -0.03 -0.58 -1.13
H 4.27857 2.97185 2.47422 0.15 0.30 -0.12
H 2.55234 1.86715 3.84274 0.39 -0.17 0.13
H 1.85546 0.31764 3.28807 0.12 0.39 -0.13
F 0.15452 2.77135 4.87232 0.23 1.41 0.37
B 0.48867 4.24502 5.16907 -0.29 -0.86 -0.84
F 0.99702 4.67501 3.86308 -0.35 -0.45 0.29
F -0.65554 4.92193 5.48828 0.12 -0.17 -0.11
F 1.45605 4.29173 6.11154 0.26 0.00 0.19
F 1.69919 4.17404 0.05555 0.24 0.48 0.33
C 1.13655 2.96485 0.38984 -0.38 -0.61 -0.83
F 0.13631 2.81580 -0.62729 0.11 -0.18 0.64
H 1.88796 2.19614 0.10795 -0.51 0.60 0.19
N -4.56898 -4.59433 -7.63184 -0.24 2.69 1.44
C -4.69169 -3.54272 -7.11847 -0.12 -2.94 -1.62
C -4.86899 -2.22383 -6.59005 0.34 -0.25 0.08
C -4.97601 -2.04835 -5.21430 0.05 -0.54 -0.47
C -4.81234 -0.77812 -4.73623 -0.65 1.77 0.13
C -4.74860 0.32541 -5.64622 -0.58 0.18 0.05
C -4.80340 0.13566 -7.06577 0.83 0.14 1.89
C -4.75102 -1.15994 -7.48782 -0.04 -1.55 0.45
N -4.69605 1.66144 -5.11917 1.10 1.48 -0.76
C -4.26491 2.82232 -5.86270 -0.66 -0.67 0.46
C -4.08238 3.83479 -4.96730 1.19 -0.90 -0.12
N -4.24128 3.34803 -3.70652 -1.31 -1.06 1.11
C -4.65123 2.09671 -3.80129 0.36 0.42 -0.13
H -5.16382 -2.93038 -4.59382 0.33 0.54 0.01
H -4.85815 -0.59620 -3.65208 0.17 -0.01 -0.68
H -4.67952 0.93011 -7.78091 -0.20 0.26 0.14
H -4.56122 -1.53450 -8.47045 -0.13 0.71 -0.86
H -4.12857 2.82743 -6.92606 -0.08 -0.21 -0.09
H -3.59325 4.80816 -5.05993 -0.60 -0.36 -0.45
H -4.93938 1.46947 -2.95030 0.27 0.33 -0.51
```
Positions in Å, forces in eV/Å.

Calculated values
Charge: -1
Lowest unoccupied orbital energy: 1.005 eV

Mulliken population analysis, charges in e, atoms 1 to 6: In 2.342; O -0.859; C 0.185; N -0.082; C -1.346; C 0.992

The following is a quantum chemistry calculation of a 3-piece molecular cluster, C44H38BN3O8P overall at a distorted geometry, from the Open Molecules 2025 dataset.

```
95
Properties=species:S:1:pos:R:3:forces:R:3
C -0.06139 1.79428 2.90657 0.33 -0.13 -0.47
C -0.56595 1.12411 1.61263 -0.53 0.78 0.72
C -2.02115 0.65753 1.74204 0.34 -0.17 -0.58
C -2.74023 0.41259 0.37576 0.58 -0.55 0.72
C -1.75026 -0.03332 -0.66632 -0.21 -0.06 -0.28
C -1.31779 -1.34904 -0.58983 -0.26 0.36 -0.06
N -0.43174 -1.87390 -1.44436 -0.05 0.20 -0.49
B -0.05955 -3.35893 -1.26589 0.89 -0.68 0.26
N 1.16554 -3.70754 -0.54487 -1.14 0.59 -0.47
O -0.91799 -4.26743 -1.76308 -0.86 1.03 0.66
C 0.09190 -1.10228 -2.40842 -0.10 0.39 -0.12
C -0.27204 0.22532 -2.56477 -0.02 0.15 0.06
C 0.37317 0.98230 -3.69089 -0.40 -0.29 0.94
C 0.14251 0.53763 -4.97818 -0.07 -0.05 -0.48
C 0.70510 1.23127 -6.04013 0.27 0.22 0.47
C 1.50018 2.31286 -5.70822 -0.16 -0.18 -0.34
C 1.68766 2.63692 -4.37763 0.45 0.64 0.44
N 1.13687 2.01769 -3.33464 0.03 -0.44 -1.06
C -1.22675 0.77410 -1.68991 0.84 -0.35 0.39
C -1.75620 2.18023 -1.79750 -0.13 -0.10 -0.27
O -2.94300 2.32716 -1.78430 -0.88 0.05 -0.21
O -0.90072 3.17803 -1.91276 0.50 0.07 -0.65
P -1.63725 4.72102 -1.97563 -0.58 1.02 1.23
C -0.17187 5.78703 -2.11525 -0.03 -0.62 -0.45
O -2.26730 4.84118 -3.48282 0.58 -0.17 0.09
H -0.87490 2.14753 3.53177 -0.04 -0.07 0.17
H 0.58856 1.11058 3.44390 -0.14 -0.03 0.39
H 0.54720 2.66119 2.66275 0.06 0.10 0.03
H -0.52488 1.88584 0.83270 0.19 -0.16 -0.32
H 0.09615 0.29226 1.38435 0.05 0.00 -0.42
H -2.58275 1.41542 2.27901 -0.13 -0.05 0.18
H -2.03321 -0.27120 2.31065 -0.15 0.03 0.25
H -3.41891 -0.42342 0.53017 -0.35 0.11 -0.12
H -3.30757 1.27431 0.07048 -0.04 0.10 -0.14
H -1.70869 -1.99303 0.18509 -0.01 -0.16 0.01
H 1.04556 -3.35330 0.40405 0.60 -0.07 0.14
H 1.92892 -3.19312 -0.98243 0.31 -0.04 0.45
H -1.20799 -4.86249 -1.05735 0.31 -0.78 -0.46
H 0.81850 -1.53507 -3.07895 0.05 -0.20 0.00
H -0.48086 -0.32647 -5.15179 -0.11 -0.06 0.02
H 0.55969 0.94925 -7.06951 -0.12 -0.12 -0.08
H 1.97655 2.90416 -6.47298 0.09 0.08 -0.05
H 2.34079 3.46786 -4.14315 0.01 0.07 0.11
H 0.49483 5.62091 -1.27427 0.13 0.03 0.05
H -0.58085 6.79271 -2.05893 -0.05 0.14 0.15
H 0.34322 5.70837 -3.07180 0.15 -0.18 0.03
H -3.06878 5.36414 -3.36436 -0.29 -0.25 -0.28
C 6.47952 -11.20159 -0.34223 0.00 0.05 0.03
C 6.59528 -10.12422 0.52978 -0.02 -0.04 -0.04
C 5.72326 -9.05351 0.43168 0.11 -0.04 0.09
C 4.73718 -9.05003 -0.54662 -0.05 -0.05 -0.11
C 4.63503 -10.12311 -1.43667 -0.05 0.13 0.04
C 5.50268 -11.20135 -1.32342 0.11 -0.09 0.04
C 3.61566 -10.12267 -2.52284 0.03 -0.20 -0.11
O 3.52028 -11.05273 -3.29352 -0.01 0.03 0.00
C 2.71590 -8.93842 -2.64304 0.02 0.08 0.06
C 1.79250 -8.88907 -3.68209 -0.10 0.04 -0.08
C 0.94361 -7.80249 -3.80260 0.03 0.03 0.06
C 1.00805 -6.76525 -2.87576 0.05 -0.10 -0.10
C 1.92413 -6.80975 -1.84167 -0.04 0.11 -0.02
C 2.79049 -7.88943 -1.72662 0.01 -0.14 -0.06
C 3.79688 -7.89993 -0.62729 0.06 0.13 0.18
O 3.84648 -6.98940 0.17503 -0.01 0.01 -0.04
H 7.15695 -12.04075 -0.25782 0.00 0.00 0.00
H 7.36678 -10.12246 1.28809 0.00 -0.01 0.01
H 5.80666 -8.21677 1.11107 -0.09 0.04 -0.03
H 5.41268 -12.03468 -2.00619 -0.07 0.05 -0.06
H 1.74686 -9.70026 -4.39540 0.07 -0.07 0.06
H 0.23159 -7.76171 -4.61643 0.00 -0.01 0.00
H 0.34989 -5.91277 -2.96071 -0.06 -0.04 -0.09
H 1.97195 -5.99934 -1.12858 0.11 -0.07 0.08
C -5.08484 5.95067 1.67270 0.05 -0.02 0.01
C -3.97562 5.15778 1.39320 -0.06 -0.01 0.04
C -2.86147 5.21128 2.21279 -0.07 -0.07 -0.12
C -2.84448 6.06623 3.30873 -0.03 0.07 0.04
C -3.94761 6.87764 3.57423 0.09 -0.04 0.02
C -5.07083 6.80848 2.75941 -0.09 -0.03 -0.13
C -3.93216 7.83758 4.71631 -0.15 0.13 0.06
O -4.89265 8.53844 4.94942 0.01 -0.01 -0.01
C -2.70165 7.91551 5.55313 0.06 -0.09 -0.08
C -2.64316 8.84022 6.58718 0.03 0.08 0.12
C -1.51239 8.91697 7.38256 0.04 -0.05 -0.02
C -0.43745 8.06431 7.15416 -0.05 0.03 0.00
C -0.48766 7.14346 6.12173 0.09 0.05 0.09
C -1.61435 7.07089 5.31245 -0.11 0.02 -0.04
C -1.64088 6.09858 4.18775 0.12 -0.13 -0.08
O -0.70947 5.34802 3.97734 0.07 -0.03 0.02
H -5.95882 5.90236 1.03664 -0.01 0.00 0.00
H -3.98236 4.49830 0.53427 0.01 0.02 -0.02
H -1.99739 4.59448 2.00300 0.06 0.04 0.09
H -5.92781 7.43080 2.97679 0.05 0.06 0.08
H -3.48176 9.49910 6.76436 -0.06 -0.05 -0.07
H -1.46702 9.64134 8.18470 0.00 0.00 0.01
H 0.44185 8.12226 7.78168 0.00 0.00 0.00
H 0.34732 6.48174 5.93832 -0.04 -0.04 -0.09
```
Positions in Å, forces in eV/Å.

Calculated values
Charge: +1
Lowest unoccupied orbital energy: -4.069 eV

Mulliken population analysis, charges in e, atoms 1 to 6: C -1.551; C 0.472; C -0.639; C -1.683; C -0.587; C 0.183